[1]
{
  "formula": "C3H2N4O",
  "method": "the ωB97M-V functional and the def2-TZVPD basis",
  "symbols": ["C", "C", "C", "H", "H", "N", "N", "N", "N", "O"],
  "coordinates": [[-1.370, 0.849, 0.146], [0.167, -0.938, 0.784], [1.462, -0.331, 0.005], [0.099, -1.854, 1.183], [2.393, -0.460, 0.426], [-1.012, -0.407, 0.838], [1.168, 0.409, -0.887], [-0.020, 0.336, -1.728], [-1.124, 0.553, -1.282], [-1.762, 1.843, 0.514]],
  "nbo_charge": [0.75, 0.10, 0.07, 0.18, 0.20, -0.45, -0.29, 0.08, -0.18, -0.46],
  "smiles": "O=c1nccnnn1",
  "total_charge": 0,
  "energy_ha": -409.6152,
  "de_lowest_kcal_mol": 70.9,
  "homo_lumo_gap_ev": 8.70,
  "homo_ha": -0.345
}

[2]
{
  "formula": "C20H35N3O9S2",
  "method": "the ωB97M-V functional and the def2-TZVPD basis",
  "symbols": ["C", "C", "C", "O", "C", "C", "C", "C", "C", "C", "N", "C", "N", "C", "C", "C", "O", "O", "N", "C", "H", "H", "H", "H", "H", "H", "H", "H", "H", "H", "H", "H", "H", "H", "H", "H", "H", "H", "H", "O", "S", "O", "O", "C", "C", "C", "H", "H", "H", "H", "H", "H", "H", "H", "O", "S", "O", "O", "C", "C", "C", "H", "H", "H", "H", "H", "H", "H", "H"],
  "coordinates": [[7.872, 0.045, -0.740], [6.310, -0.160, -1.195], [5.237, 0.775, -0.318], [3.887, 0.193, -0.457], [2.949, 0.724, 0.545], [1.720, 1.638, -0.126], [1.988, 3.284, -0.184], [0.836, 4.320, -0.813], [1.058, 5.969, -0.853], [-0.539, 3.583, -1.369], [-1.659, 4.447, -1.982], [-0.802, 1.941, -1.309], [-2.098, 1.440, -1.880], [-2.260, -0.050, -1.759], [-1.119, -0.989, -1.079], [-1.461, -2.621, -0.970], [-2.682, -3.011, -1.689], [-3.664, -3.100, -0.799], [0.216, -0.560, -0.535], [0.310, 0.933, -0.681], [8.402, -1.017, -0.771], [7.998, 0.461, 0.355], [8.499, 0.734, -1.464], [6.256, 0.086, -2.348], [6.062, -1.305, -1.053], [5.225, 1.826, -0.876], [5.596, 0.922, 0.786], [2.444, -0.217, 1.074], [3.492, 1.372, 1.359], [3.002, 3.703, 0.239], [0.634, 6.412, 0.166], [2.196, 6.280, -0.884], [0.462, 6.500, -1.709], [-2.029, 3.959, -2.852], [-1.279, 5.351, -2.341], [-3.268, -0.517, -2.181], [-1.575, -2.965, 0.156], [-0.572, -3.249, -1.460], [-4.021, -2.167, -0.606], [2.236, 4.986, 3.292], [1.942, 5.151, 4.699], [2.887, 4.779, 5.731], [0.507, 4.453, 5.027], [0.311, 3.094, 4.664], [0.976, 2.155, 5.653], [1.440, 6.831, 4.979], [0.662, 2.908, 3.643], [-0.769, 2.914, 4.671], [2.065, 2.238, 5.601], [0.705, 1.117, 5.442], [0.681, 2.400, 6.678], [0.683, 7.101, 4.240], [2.319, 7.469, 4.866], [1.044, 6.918, 5.992], [-5.655, -8.936, -1.493], [-5.719, -8.445, -2.853], [-4.706, -8.767, -3.835], [-5.925, -6.829, -2.825], [-5.008, -6.038, -2.083], [-3.708, -5.843, -2.839], [-7.307, -8.859, -3.530], [-4.830, -6.471, -1.093], [-5.480, -5.062, -1.927], [-3.159, -6.785, -2.926], [-3.065, -5.123, -2.324], [-3.899, -5.485, -3.856], [-8.082, -8.565, -2.819], [-7.336, -9.939, -3.689], [-7.433, -8.339, -4.481]],
  "nbo_charge": [-0.64, -0.43, -0.07, -0.56, -0.11, -0.06, -0.18, -0.06, -0.66, 0.19, -0.82, 0.09, -0.38, -0.06, 0.16, -0.15, -0.27, -0.44, -0.39, 0.15, 0.22, 0.21, 0.21, 0.21, 0.22, 0.17, 0.18, 0.22, 0.20, 0.24, 0.24, 0.24, 0.22, 0.39, 0.37, 0.24, 0.23, 0.23, 0.45, -0.93, 2.35, -0.92, -0.71, -0.08, -0.64, -0.88, 0.20, 0.20, 0.22, 0.22, 0.22, 0.25, 0.25, 0.25, -0.93, 2.35, -0.92, -0.72, -0.08, -0.65, -0.88, 0.19, 0.20, 0.22, 0.23, 0.21, 0.25, 0.25, 0.25],
  "smiles": "CCCOCc1cc(C)c(N)c2ncc(COO)nc12.CCOS(C)(=O)=O.CCOS(C)(=O)=O",
  "total_charge": 0,
  "energy_ha": -2420.2294,
  "de_lowest_kcal_mol": 170.1,
  "homo_lumo_gap_ev": 6.51,
  "homo_ha": -0.284
}

[3]
{
  "formula": "H13O6S",
  "method": "the ωB97M-V functional and the def2-TZVPD basis",
  "symbols": ["S", "H", "H", "H", "O", "H", "H", "O", "H", "H", "O", "H", "H", "O", "H", "H", "O", "H", "H", "O"],
  "coordinates": [[1.000, 0.527, 0.633], [1.903, 0.925, 1.537], [-0.320, 2.787, -0.731], [-0.716, 2.857, 0.695], [-1.110, 2.871, -0.186], [-1.200, -1.592, 1.489], [-0.575, -2.893, 1.798], [-1.236, -2.517, 1.204], [-2.426, -0.462, -0.149], [-1.930, 0.969, -0.340], [-2.466, 0.283, -0.763], [1.140, -1.185, -0.996], [1.682, -1.461, -2.350], [1.213, -1.919, -1.645], [1.420, -0.824, 3.360], [0.801, -0.975, 2.117], [0.983, -1.570, 2.922], [1.035, 1.319, -2.224], [-0.076, 1.502, -3.191], [0.881, 1.359, -3.178]],
  "nbo_charge": [-1.01, 0.11, 0.48, 0.49, -0.96, 0.47, 0.48, -0.95, 0.47, 0.49, -0.97, 0.49, 0.45, -0.96, 0.46, 0.49, -1.01, 0.49, 0.47, -0.96],
  "total_charge": -1,
  "energy_ha": -857.4936,
  "de_lowest_kcal_mol": 19.8,
  "homo_lumo_gap_ev": 7.95,
  "homo_ha": -0.172
}

[4]
{
  "formula": "C39H64N10O13",
  "method": "the ωB97M-V functional and the def2-TZVPD basis",
  "symbols": ["C", "C", "C", "C", "C", "C", "N", "O", "O", "H", "H", "H", "H", "H", "C", "C", "C", "C", "C", "C", "N", "O", "O", "H", "H", "H", "H", "H", "C", "C", "C", "C", "C", "C", "N", "O", "O", "H", "H", "H", "H", "H", "C", "O", "N", "C", "C", "H", "H", "H", "H", "H", "H", "H", "C", "O", "N", "C", "C", "H", "H", "H", "H", "H", "H", "H", "C", "O", "N", "C", "C", "H", "H", "H", "H", "H", "H", "H", "C", "O", "N", "C", "C", "H", "H", "H", "H", "H", "H", "H", "C", "O", "N", "C", "C", "H", "H", "H", "H", "H", "H", "H", "C", "O", "N", "C", "C", "H", "H", "H", "H", "H", "H", "H", "C", "O", "N", "C", "C", "H", "H", "H", "H", "H", "H", "H"],
  "coordinates": [[-2.667, -1.237, 2.089], [-1.551, -1.503, 3.036], [-1.922, -2.436, 4.168], [-2.913, -3.555, 3.982], [-4.061, -3.183, 3.031], [-3.768, -1.978, 2.136], [-3.097, -4.623, 4.960], [-4.135, -4.912, 5.368], [-2.070, -5.078, 5.424], [-2.571, -0.469, 1.476], [-0.672, -0.962, 3.041], [-1.326, -2.422, 5.094], [-4.806, -3.958, 3.196], [-4.397, -1.711, 1.396], [-2.496, -0.096, -6.045], [-1.552, 0.220, -4.827], [-1.904, -0.206, -3.418], [-3.184, -1.074, -3.314], [-4.146, -1.184, -4.533], [-3.751, -0.726, -5.898], [-3.461, -1.713, -2.032], [-2.896, -1.115, -1.061], [-4.596, -2.190, -1.900], [-2.230, 0.310, -7.154], [-0.522, 0.653, -4.993], [-1.113, 0.036, -2.600], [-5.137, -1.782, -4.566], [-4.438, -0.764, -6.863], [2.518, -7.078, -3.071], [2.835, -5.955, -2.088], [1.684, -4.944, -1.810], [0.253, -5.203, -2.447], [0.145, -6.304, -3.494], [1.242, -7.301, -3.653], [-0.858, -4.274, -2.155], [-0.548, -3.319, -1.352], [-1.830, -4.367, -2.762], [3.426, -7.598, -3.364], [3.813, -5.886, -1.550], [1.968, -4.144, -1.030], [-0.888, -6.524, -3.949], [0.957, -8.022, -4.345], [4.678, 0.683, 4.505], [5.815, 0.150, 4.105], [3.748, 1.000, 3.543], [2.481, 1.464, 4.054], [3.952, 0.772, 2.127], [4.407, 0.973, 5.584], [2.152, 1.260, 5.180], [1.578, 1.180, 3.617], [2.605, 2.473, 4.173], [4.567, 1.590, 1.670], [2.980, 0.799, 1.464], [4.179, -0.207, 2.032], [1.421, -4.339, 3.954], [1.429, -5.411, 3.422], [2.184, -3.379, 3.523], [2.291, -2.111, 4.192], [3.004, -3.576, 2.229], [0.975, -4.051, 4.784], [2.486, -1.311, 3.476], [2.976, -2.222, 4.898], [1.392, -1.904, 4.718], [3.790, -2.687, 2.281], [2.275, -3.456, 1.430], [3.573, -4.590, 2.222], [1.311, -0.835, -0.160], [2.248, -1.453, -0.529], [1.006, 0.467, -0.576], [-0.307, 1.094, -0.125], [1.740, 1.047, -1.632], [0.506, -1.119, 0.604], [-0.834, 1.006, -0.847], [0.105, 2.122, 0.009], [-0.561, 0.689, 0.964], [2.756, 0.720, -1.774], [1.611, 2.167, -1.477], [1.236, 0.887, -2.706], [-2.318, 3.556, 2.423], [-1.644, 2.521, 2.209], [-2.147, 4.395, 3.482], [-2.858, 5.629, 3.654], [-0.999, 4.213, 4.390], [-3.169, 3.844, 1.778], [-3.348, 5.878, 2.887], [-2.091, 6.423, 4.251], [-3.625, 5.367, 4.343], [-0.146, 5.074, 4.099], [-0.630, 3.192, 4.203], [-1.306, 4.379, 5.442], [2.993, -1.249, -4.021], [4.097, -0.694, -4.114], [2.064, -1.415, -5.108], [0.835, -2.175, -4.805], [2.291, -0.826, -6.428], [2.696, -1.704, -3.032], [0.895, -3.377, -4.664], [-0.127, -1.852, -5.000], [0.571, -1.931, -3.820], [3.088, -1.331, -6.840], [2.732, 0.234, -6.450], [1.299, -0.849, -6.990], [-2.859, 4.936, -1.086], [-3.526, 5.403, -0.121], [-3.027, 3.678, -1.466], [-2.391, 3.239, -2.810], [-3.903, 2.626, -0.935], [-2.138, 5.436, -1.640], [-2.906, 2.508, -3.364], [-1.301, 3.113, -2.670], [-2.284, 4.319, -3.404], [-3.354, 2.037, -0.159], [-4.471, 1.971, -1.610], [-4.492, 3.324, -0.244], [2.812, 6.197, 2.056], [3.288, 7.298, 2.234], [1.933, 5.831, 1.138], [1.505, 4.492, 0.962], [1.563, 6.765, -0.007], [2.839, 5.388, 2.780], [0.838, 4.084, 1.626], [2.312, 3.681, 0.905], [0.952, 4.411, -0.013], [1.642, 7.795, 0.303], [0.638, 6.430, -0.688], [2.094, 6.405, -0.784]],
  "mulliken_charge": [-0.31, -0.18, -0.77, 0.29, -0.85, -0.48, 0.97, -0.59, -0.59, 0.52, 0.54, 0.40, 0.40, 0.64, -0.32, -0.70, 0.55, -0.24, -0.49, -0.35, 0.82, -0.08, -0.60, 0.25, 0.39, -0.01, 0.32, 0.27, -0.38, -0.61, 0.31, -0.16, -0.33, -0.61, 0.88, -0.28, -0.58, 0.36, 0.40, 0.21, 0.32, 0.43, 0.07, -0.63, 0.31, -1.43, -0.74, 0.31, 0.33, 0.30, 0.76, 0.38, -0.03, 0.41, -0.14, -0.64, 0.10, -1.05, -0.74, 0.59, 0.01, 0.67, 0.34, 0.22, 0.26, 0.32, -0.22, -0.67, 1.41, 1.35, -0.76, 0.41, -0.67, -0.51, -0.43, 0.41, 0.17, -0.21, 0.17, -0.39, 0.11, -1.22, -0.88, 0.14, 0.57, 0.24, 0.42, 0.22, 0.17, 0.43, -0.01, -0.63, 0.28, -1.11, -0.92, 0.43, 0.21, 0.74, 0.12, 0.41, 0.27, 0.28, 0.15, -0.67, 0.30, -1.31, -1.12, 0.37, 0.53, 0.33, 0.35, 0.31, 0.32, 0.42, 0.10, -0.60, 0.16, -0.35, -0.92, 0.34, 0.08, 0.18, -0.03, 0.35, 0.09, 0.54],
  "smiles": "O=[N+]([O-])c1ccccc1.O=[N+]([O-])c1ccccc1.O=[N+]([O-])c1ccccc1.CN(C)C=O.CN(C)C=O.CN(C)C=O.CN(C)C=O.CN(C)C=O.CN(C)C=O.CN(C)C=O",
  "total_charge": 0,
  "energy_ha": -3049.1147,
  "de_lowest_kcal_mol": 517.2,
  "homo_lumo_gap_ev": 7.03,
  "homo_ha": -0.328
}

[5]
{
  "formula": "C7H14NSe",
  "method": "the ωB97M-V functional and the def2-TZVPD basis",
  "symbols": ["C", "C", "C", "C", "C", "C", "C", "N", "Se", "H", "H", "H", "H", "H", "H", "H", "H", "H", "H", "H", "H", "H", "H"],
  "coordinates": [[-0.491, 0.008, -1.673], [-0.744, 1.388, -0.978], [-0.878, -1.236, -0.799], [-0.635, -0.007, 1.194], [1.344, 1.360, 0.665], [1.459, -1.425, 0.479], [-0.246, 1.293, 0.503], [-0.116, -1.159, 0.475], [2.560, -0.023, -0.181], [-1.158, 0.090, -2.500], [0.495, -0.092, -2.108], [-0.267, 2.298, -1.469], [-1.837, 1.321, -0.926], [-2.022, -1.211, -0.520], [-0.722, -2.170, -1.244], [-0.255, 0.064, 2.213], [-1.750, 0.042, 1.085], [1.807, 2.285, 0.360], [1.552, 1.071, 1.753], [1.490, -1.572, 1.565], [1.487, -2.395, -0.082], [-0.743, 2.009, 1.107], [-0.332, -1.937, 1.080]],
  "nbo_charge": [-0.44, -0.40, -0.22, -0.25, -0.54, -0.42, -0.24, -0.37, 0.38, 0.24, 0.24, 0.26, 0.21, 0.23, 0.23, 0.24, 0.24, 0.25, 0.22, 0.21, 0.25, 0.24, 0.43],
  "smiles": "C1C[C@@H]2C[Se]C[N@H+](C1)C2",
  "total_charge": 1,
  "energy_ha": -2731.0021,
  "de_lowest_kcal_mol": 0.0,
  "homo_lumo_gap_ev": 9.47,
  "homo_ha": -0.462
}

[6]
{
  "formula": "C29H38Cl2FN7O3OsS",
  "method": "the ωB97M-V functional and the def2-TZVPD basis",
  "symbols": ["Os", "Cl", "C", "Cl", "H", "H", "C", "C", "N", "C", "C", "C", "O", "O", "C", "O", "C", "C", "C", "F", "C", "C", "C", "N", "C", "C", "N", "C", "C", "H", "H", "H", "H", "H", "H", "H", "H", "H", "H", "H", "H", "H", "H", "H", "H", "H", "H", "S", "C", "N", "C", "C", "C", "C", "H", "H", "H", "H", "H", "C", "C", "N", "C", "N", "C", "C", "C", "N", "C", "H", "H", "H", "H", "H", "H", "H", "H", "H", "H", "H", "H", "H"],
  "coordinates": [[0.470, -1.697, 1.882], [-1.542, 0.502, 3.889], [-1.892, -1.090, 4.530], [-1.041, -2.446, 3.630], [-2.950, -1.289, 4.434], [-1.570, -1.149, 5.560], [0.160, 1.055, -5.595], [0.686, 1.865, -4.417], [0.234, 1.318, -3.107], [0.983, 0.370, -2.528], [0.702, -0.222, -1.327], [1.581, -1.310, -0.822], [2.043, -2.126, -1.590], [1.835, -1.290, 0.478], [-0.453, 0.151, -0.599], [-0.781, -0.299, 0.538], [-1.334, 1.104, -1.279], [-2.563, 1.445, -0.699], [-3.406, 2.310, -1.318], [-4.547, 2.627, -0.714], [-3.081, 2.920, -2.579], [-1.843, 2.560, -3.151], [-0.974, 1.677, -2.529], [-3.918, 3.802, -3.198], [-3.454, 4.768, -4.204], [-4.262, 4.664, -5.497], [-5.749, 4.554, -5.192], [-6.067, 4.926, -3.767], [-5.332, 4.007, -2.794], [0.504, 1.499, -6.529], [-0.932, 1.022, -5.606], [0.530, 0.030, -5.556], [0.388, 2.906, -4.476], [1.771, 1.862, -4.401], [1.881, 0.085, -3.065], [-2.841, 1.024, 0.261], [-1.578, 2.951, -4.122], [-2.408, 4.630, -4.441], [-3.540, 5.769, -3.777], [-3.978, 3.793, -6.080], [-4.091, 5.551, -6.102], [-6.071, 3.604, -5.369], [-6.280, 5.147, -5.831], [-7.137, 4.833, -3.607], [-5.803, 5.971, -3.637], [-5.831, 3.041, -2.737], [-5.406, 4.467, -1.812], [-0.316, -3.524, 0.546], [1.059, -4.637, 0.502], [2.068, -4.390, -0.356], [3.078, -5.248, -0.567], [3.125, -6.441, 0.111], [2.114, -6.728, 1.018], [1.075, -5.820, 1.215], [2.059, -3.487, -0.855], [3.826, -4.953, -1.291], [3.930, -7.138, -0.077], [2.121, -7.665, 1.562], [0.254, -6.040, 1.883], [3.921, -2.863, 6.089], [3.341, -3.716, 4.983], [2.566, -2.857, 4.066], [2.657, -1.518, 3.974], [1.776, -0.846, 3.165], [2.026, 0.589, 2.912], [2.498, 1.267, 4.179], [3.761, 0.582, 4.641], [3.590, -0.884, 4.671], [4.577, -1.650, 5.463], [4.652, -3.434, 6.658], [3.134, -2.542, 6.775], [2.675, -4.475, 5.387], [4.135, -4.217, 4.430], [1.894, -3.308, 3.475], [1.100, 1.042, 2.559], [2.769, 0.690, 2.118], [1.724, 1.198, 4.946], [2.696, 2.320, 3.988], [4.023, 0.903, 5.647], [4.600, 0.830, 3.989], [4.970, -0.986, 6.227], [5.410, -1.945, 4.820]],
  "lowdin_spin": [2.26, 0.00, 0.00, 0.02, 0.00, 0.00, 0.00, 0.00, -0.01, 0.03, 0.00, 0.00, 0.01, 0.03, 0.02, 0.13, 0.17, -0.02, 0.13, 0.05, 0.10, 0.10, 0.02, 0.31, 0.03, 0.01, 0.00, 0.00, 0.02, 0.00, 0.00, 0.00, 0.00, 0.00, 0.00, 0.00, 0.00, 0.00, 0.01, 0.00, 0.00, 0.00, 0.00, 0.00, 0.00, 0.01, 0.01, 0.18, 0.03, 0.01, 0.00, 0.00, 0.00, 0.01, 0.00, 0.00, 0.00, 0.00, 0.00, 0.00, 0.00, 0.03, 0.03, 0.16, 0.03, 0.01, 0.00, 0.02, 0.00, 0.00, 0.00, 0.00, 0.00, 0.02, 0.01, 0.00, 0.00, 0.00, 0.00, 0.00, 0.00, 0.00],
  "total_charge": 4,
  "energy_ha": -3244.6588,
  "homo_lumo_gap_ev": [6.70, 3.52],
  "spin_multiplicity": 5,
  "homo_ha": [-0.627, -0.635]
}